CH8N4 | the ωB97M-V functional and the def2-TZVPD basis

energy relative to the best compared isomer or geometry (same formula, charge and spin): 77.0 kcal/mol
lowest unoccupied orbital energy: -0.42718 hartree
E_HOMO: -20.7 eV
frontier orbital gap: 9.0706 eV

The geometry in ORCA input format:
```
! wB97M-V def2-TZVPD RIJCOSX def2/J DEFGRID3
* xyz 2 1
C 1.22 0.38 0.72
N 0.06 -0.06 1.40
N -0.88 1.04 -0.89
N 0.09 -0.59 0.21
N -0.05 -1.66 -0.46
H 1.42 1.49 0.39
H 2.05 -0.41 0.82
H -0.40 0.09 2.28
H -1.87 0.85 -1.08
H -0.49 1.23 -1.81
H 0.75 -1.89 -1.11
H -0.93 1.76 -0.14
H -0.95 -2.23 -0.35
*
```

---

C5H4O | the ωB97M-V functional and the def2-TZVPD basis

energy relative to the best compared isomer or geometry (same formula, charge and spin): 106.7 kcal/mol
lowest unoccupied orbital energy: -0.03097 hartree
E_HOMO: -10.2 eV
frontier orbital gap: 9.3520 eV

The geometry in ORCA input format:
```
! wB97M-V def2-TZVPD RIJCOSX def2/J DEFGRID3
* xyz 0 1
C 1.37 1.87 0.83
C 0.37 1.28 0.58
C -0.99 -0.16 -1.40
C -0.05 -1.36 0.61
C -0.50 -0.31 -0.20
O 0.25 -1.40 1.81
H 2.01 2.49 1.29
H -1.60 -0.92 -1.86
H -1.15 0.77 -1.75
H 0.29 -2.26 0.10
*
```

---

C54H65ClNO22 | the ωB97M-V functional and the def2-TZVPD basis

lowest unoccupied orbital energy: -0.03098 hartree
E_HOMO: -5.0 eV
frontier orbital gap: 4.1161 eV

The geometry in ORCA input format:
```
! wB97M-V def2-TZVPD RIJCOSX def2/J DEFGRID3
* xyz -1 1
C -1.19 -7.80 -2.58
C -0.94 -7.81 -4.09
C 0.37 -7.23 -4.66
Cl 1.62 -7.09 -3.27
N 0.20 -6.01 -5.37
C -0.52 -4.99 -4.61
C -1.95 -4.79 -5.14
O -2.89 -4.54 -4.10
C -2.84 -3.22 -3.61
C -3.46 -2.20 -4.56
O -2.55 -1.52 -5.42
C -1.80 -0.55 -4.79
C -2.40 0.64 -4.37
C -1.65 1.60 -3.72
C -0.28 1.42 -3.49
C 0.51 2.48 -2.71
C 0.15 3.86 -3.30
C 2.03 2.36 -2.92
C 0.10 2.50 -1.23
C 0.03 1.18 -0.42
C 0.05 1.60 1.07
C -1.29 0.42 -0.64
C 1.23 0.25 -0.62
C 0.31 0.24 -3.95
C -0.44 -0.74 -4.60
C 1.46 -5.48 -5.94
C 1.15 -4.45 -7.05
C 1.87 -3.10 -6.80
C 3.32 -3.12 -7.33
C 4.34 -2.43 -6.40
C 4.99 -3.43 -5.45
O 5.39 -2.82 -4.19
C 4.39 -2.49 -3.35
C 3.52 -3.61 -2.85
O 4.26 -1.36 -2.98
C 2.40 -6.57 -6.52
O 3.58 -6.51 -6.13
O 1.87 -7.34 -7.36
H -0.58 -8.54 -2.07
H -2.23 -8.09 -2.42
H -1.07 -6.82 -2.13
H -1.78 -7.32 -4.57
H -0.97 -8.85 -4.40
H 0.80 -7.97 -5.32
H 0.01 -4.04 -4.70
H -0.55 -5.22 -3.54
H -2.25 -5.71 -5.62
H -1.97 -4.01 -5.91
H -1.83 -2.94 -3.30
H -3.45 -3.23 -2.71
H -4.15 -2.72 -5.22
H -4.04 -1.49 -3.97
H -3.46 0.78 -4.56
H -2.15 2.50 -3.38
H 0.18 3.83 -4.39
H -0.82 4.22 -2.96
H 0.88 4.60 -2.98
H 2.27 2.64 -3.95
H 2.43 1.38 -2.71
H 2.52 3.08 -2.28
H 0.75 3.20 -0.68
H -0.90 2.92 -1.19
H -0.10 0.70 1.66
H -0.76 2.29 1.28
H 1.03 2.01 1.33
H -2.08 1.07 -1.01
H -1.17 -0.36 -1.40
H -1.61 -0.07 0.27
H 1.22 -0.27 -1.57
H 1.19 -0.51 0.15
H 2.15 0.81 -0.51
H 1.36 0.08 -3.80
H 0.05 -1.65 -4.93
H 2.03 -4.97 -5.15
H 0.07 -4.28 -7.09
H 1.48 -4.83 -8.01
H 1.89 -2.87 -5.73
H 1.33 -2.28 -7.28
H 3.33 -2.56 -8.26
H 3.66 -4.14 -7.50
H 3.91 -1.59 -5.86
H 5.13 -2.01 -7.02
H 5.92 -3.80 -5.87
H 4.35 -4.30 -5.29
H 3.82 -3.88 -1.83
H 2.49 -3.28 -2.85
H 3.61 -4.50 -3.45
C -3.63 4.40 3.43
C -4.61 4.77 4.25
C -5.68 3.82 4.71
O -6.51 4.26 5.49
C -5.65 2.46 4.22
C -4.67 2.08 3.39
C -3.58 3.03 2.95
O -2.73 2.58 2.22
O -4.55 0.86 2.90
O -4.72 6.00 4.74
H -2.85 5.07 3.10
H -6.43 1.79 4.55
H -3.75 0.86 2.34
H -5.53 6.00 5.30
C 1.88 -1.77 3.44
C 2.91 -2.36 4.06
C 3.21 -3.83 3.92
O 4.17 -4.26 4.52
C 2.34 -4.63 3.09
C 1.31 -4.05 2.46
C 1.02 -2.57 2.59
O 0.07 -2.13 1.97
O 0.46 -4.70 1.68
O 3.76 -1.71 4.86
H 1.67 -0.71 3.53
H 2.55 -5.69 3.00
H -0.18 -4.04 1.34
H 4.40 -2.39 5.16
C -0.55 3.04 7.09
C 0.12 3.34 8.21
C -0.52 4.11 9.34
O 0.15 4.33 10.33
C -1.90 4.54 9.18
C -2.57 4.24 8.06
C -1.93 3.46 6.94
O -2.60 3.22 5.95
O -3.83 4.61 7.84
O 1.38 3.00 8.41
H -0.10 2.49 6.28
H -2.35 5.10 9.99
H -4.08 4.26 6.97
H 1.62 3.33 9.30
C -0.63 10.25 8.11
C -0.69 9.08 7.47
C 0.34 7.99 7.68
O 0.18 6.96 7.06
C 1.43 8.24 8.60
C 1.49 9.42 9.24
C 0.45 10.50 9.05
O 0.59 11.52 9.69
O 2.45 9.74 10.10
O -1.64 8.77 6.60
H -1.36 11.04 7.97
H 2.16 7.46 8.74
H 2.24 10.64 10.41
H -1.45 7.86 6.29
*
```

---

C18H23NO8 | the ωB97M-V functional and the def2-TZVPD basis

energy relative to the best compared isomer or geometry (same formula, charge and spin): 85.0 kcal/mol
lowest unoccupied orbital energy: -0.00380 hartree
E_HOMO: -9.9 eV
frontier orbital gap: 9.7879 eV
SMILES: O=[N+]([O-])c1ccccc1.O=C1CCCO1.O=C1CCCO1.O=C1CCCO1

The geometry in ORCA input format:
```
! wB97M-V def2-TZVPD RIJCOSX def2/J DEFGRID3
* xyz 0 1
O 11.61 26.51 -2.20
N 11.87 26.55 -1.02
O 12.79 27.17 -0.52
C 10.95 25.85 -0.12
C 11.46 25.27 1.02
C 10.62 24.49 1.79
C 9.29 24.32 1.43
C 8.78 24.99 0.33
C 9.62 25.74 -0.47
H 12.52 25.39 1.22
H 10.94 23.97 2.69
H 8.67 23.75 2.11
H 7.71 25.03 0.12
H 9.20 26.25 -1.33
O 9.50 21.98 3.73
C 8.80 21.04 3.52
C 8.20 20.08 4.54
C 7.20 19.25 3.73
C 7.51 19.60 2.26
O 8.36 20.75 2.28
H 8.98 19.46 4.96
H 7.73 20.70 5.31
H 7.32 18.17 3.87
H 6.17 19.41 4.05
H 8.04 18.77 1.78
H 6.62 19.80 1.66
O 6.88 22.95 6.47
C 7.78 23.69 6.18
C 9.22 23.66 6.68
C 9.74 25.03 6.25
C 8.89 25.32 5.01
O 7.63 24.66 5.26
H 9.21 23.59 7.77
H 9.67 22.78 6.22
H 9.54 25.82 6.97
H 10.82 25.01 6.07
H 8.73 26.38 4.86
H 9.35 24.92 4.10
O 5.82 19.61 -4.34
C 5.80 18.89 -3.39
C 6.77 18.90 -2.22
C 6.27 17.80 -1.28
C 5.14 17.11 -2.07
O 4.86 17.93 -3.21
H 7.80 18.83 -2.55
H 6.61 19.87 -1.75
H 7.03 17.08 -0.98
H 5.85 18.19 -0.36
H 5.45 16.13 -2.44
H 4.21 17.02 -1.51
*
```

---

C5H5N | the ωB97M-V functional and the def2-TZVPD basis

energy relative to the best compared isomer or geometry (same formula, charge and spin): 58.0 kcal/mol
lowest unoccupied orbital energy: 0.03593 hartree
E_HOMO: -10.1 eV
frontier orbital gap: 11.0896 eV
SMILES: N#C[C@@H]1C=CC1

The geometry in ORCA input format:
```
! wB97M-V def2-TZVPD RIJCOSX def2/J DEFGRID3
* xyz 0 1
N -2.61 0.02 -0.47
C -1.71 0.01 0.21
C -0.40 -0.05 0.72
C 0.34 1.07 0.08
C 1.12 0.32 -0.70
C 0.51 -0.99 -0.15
H -0.29 0.14 1.91
H 0.13 2.10 0.26
H 1.80 0.57 -1.46
H 0.01 -1.57 -0.91
H 1.09 -1.62 0.52
*
```

---

C5H8O3Rb | the ωB97M-V functional and the def2-TZVPD basis

energy relative to the best compared isomer or geometry (same formula, charge and spin): 52.0 kcal/mol
lowest unoccupied orbital energy (alpha / beta): -0.05407 / -0.05407 hartree
E_HOMO (alpha / beta): -6.5 / -6.9 eV
frontier orbital gap (alpha / beta): 5.0439 / 5.4511 eV

The geometry in ORCA input format:
```
! wB97M-V def2-TZVPD RIJCOSX def2/J DEFGRID3
* xyz 0 2
C 0.33 -1.16 2.10
C -0.98 -1.48 2.49
H 0.78 -1.86 1.38
H 1.04 -1.03 2.92
H -1.66 -2.00 1.81
H -1.37 -1.17 3.46
O 0.79 -0.26 -3.44
C 0.21 0.43 -2.56
O -0.85 1.07 -2.78
Rb -0.88 0.58 -6.88
O 0.74 0.41 -1.33
C 0.00 0.99 -0.26
C 0.72 0.74 1.03
H -1.01 0.55 -0.24
H -0.11 2.07 -0.44
H 0.42 1.44 1.82
H 1.81 0.70 0.94
*
```

---

C5H13NS2 | the ωB97M-V functional and the def2-TZVPD basis

energy relative to the best compared isomer or geometry (same formula, charge and spin): 55.4 kcal/mol
lowest unoccupied orbital energy (alpha / beta): 0.10775 / 0.08279 hartree
E_HOMO (alpha / beta): -2.3 / -2.3 eV
frontier orbital gap (alpha / beta): 5.2364 / 4.5413 eV

The geometry in ORCA input format:
```
! wB97M-V def2-TZVPD RIJCOSX def2/J DEFGRID3
* xyz -1 2
N 2.26 -0.15 -2.32
C 1.36 -0.57 -1.07
C 1.85 -0.69 0.28
S 2.60 0.75 0.96
S -2.23 1.33 -1.34
C -2.51 -0.21 -0.37
C -1.58 -0.32 0.86
C -1.26 0.93 1.57
H 2.70 0.78 -2.23
H 2.99 -0.88 -2.46
H 1.07 -1.66 -1.37
H 0.49 0.18 -1.09
H 2.42 -1.55 0.67
H 1.82 0.80 2.01
H -2.55 -1.11 -1.13
H -3.56 -0.04 0.03
H -1.87 -1.10 1.54
H -0.57 -0.50 0.38
H -0.81 1.56 0.78
H -0.47 0.88 2.37
H -2.17 1.57 1.94
*
```

---

C28H42BrF18O14PSi | the ωB97M-V functional and the def2-TZVPD basis

lowest unoccupied orbital energy: 0.00152 hartree
E_HOMO: -8.8 eV
frontier orbital gap: 8.8775 eV
SMILES: CCCCO[SiH2]P(O)Br.CCOC(=O)C(F)(F)F.CCOC(=O)C(F)(F)F.CCOC(=O)C(F)(F)F.CCOC(=O)C(F)(F)F.CCOC(=O)C(F)(F)F.CCOC(=O)C(F)(F)F

The geometry in ORCA input format:
```
! wB97M-V def2-TZVPD RIJCOSX def2/J DEFGRID3
* xyz 0 1
C -5.66 -0.24 -8.36
C -4.27 -0.91 -8.37
C -3.76 -1.40 -7.02
C -3.52 -0.35 -5.92
O -4.15 0.91 -6.17
Si -3.33 2.14 -6.86
P -2.52 3.64 -5.33
O -0.95 3.73 -5.84
Br -2.32 2.26 -3.61
H -6.14 -0.37 -7.39
H -6.30 -0.63 -9.14
H -5.58 0.84 -8.50
H -3.52 -0.27 -8.84
H -4.32 -1.79 -9.01
H -4.42 -2.19 -6.65
H -2.80 -1.89 -7.19
H -3.90 -0.71 -4.97
H -2.44 -0.19 -5.77
H -4.23 2.87 -7.78
H -2.18 1.63 -7.64
H -0.77 4.64 -6.09
C 1.02 0.46 -3.58
C 1.07 -0.48 -4.75
O 1.99 -1.57 -4.50
C 1.52 -2.59 -3.80
O 0.42 -2.73 -3.36
C 2.62 -3.67 -3.65
F 3.80 -3.14 -3.35
F 2.74 -4.34 -4.81
F 2.28 -4.54 -2.70
H 2.02 0.82 -3.33
H 0.39 1.32 -3.81
H 0.61 -0.04 -2.69
H 1.46 0.01 -5.64
H 0.08 -0.89 -4.99
C 1.19 0.71 4.07
C 0.26 1.15 2.96
O 1.00 1.64 1.82
C 1.46 0.72 0.99
O 1.34 -0.47 1.08
C 2.18 1.39 -0.20
F 2.97 2.39 0.19
F 1.27 1.89 -1.04
F 2.92 0.51 -0.85
H 1.87 1.52 4.35
H 0.62 0.42 4.94
H 1.80 -0.14 3.75
H -0.36 1.99 3.27
H -0.40 0.35 2.65
C 1.61 -4.17 4.02
C 1.75 -4.83 5.37
O 2.55 -4.03 6.27
C 1.92 -3.04 6.89
O 0.77 -2.75 6.80
C 2.90 -2.30 7.83
F 4.08 -2.08 7.23
F 3.12 -3.03 8.93
F 2.39 -1.13 8.19
H 2.60 -3.96 3.60
H 1.07 -4.82 3.34
H 1.07 -3.23 4.10
H 2.28 -5.77 5.30
H 0.78 -5.02 5.83
C -2.54 -1.35 -2.28
C -3.17 -2.37 -1.36
O -4.34 -1.82 -0.71
C -5.46 -1.85 -1.42
O -5.61 -2.26 -2.53
C -6.62 -1.27 -0.57
F -6.26 -0.16 0.08
F -7.01 -2.18 0.34
F -7.66 -0.99 -1.35
H -2.31 -0.44 -1.74
H -1.62 -1.76 -2.71
H -3.22 -1.09 -3.10
H -2.50 -2.64 -0.55
H -3.45 -3.28 -1.90
C 6.08 3.81 -0.50
C 5.11 4.24 -1.58
O 5.80 4.73 -2.75
C 6.22 3.80 -3.60
O 6.08 2.62 -3.51
C 6.90 4.48 -4.81
F 7.71 5.47 -4.43
F 5.96 5.01 -5.62
F 7.60 3.60 -5.51
H 6.76 4.64 -0.26
H 5.54 3.52 0.39
H 6.68 2.97 -0.84
H 4.49 5.07 -1.25
H 4.45 3.42 -1.86
C 0.09 -0.86 10.61
C -0.92 -0.11 11.44
O -1.06 1.26 10.99
C -1.87 1.45 9.96
O -2.50 0.63 9.37
C -1.93 2.96 9.62
F -0.72 3.52 9.64
F -2.70 3.59 10.52
F -2.46 3.14 8.42
H 1.05 -0.33 10.61
H 0.24 -1.86 11.01
H -0.25 -0.95 9.57
H -0.60 -0.02 12.48
H -1.90 -0.59 11.43
*
```

---

C6H7O | the ωB97M-V functional and the def2-TZVPD basis

energy relative to the best compared isomer or geometry (same formula, charge and spin): 0.0 kcal/mol
lowest unoccupied orbital energy: -0.20592 hartree
E_HOMO: -15.5 eV
frontier orbital gap: 9.9359 eV

The geometry in ORCA input format:
```
! wB97M-V def2-TZVPD RIJCOSX def2/J DEFGRID3
* xyz 1 1
C 0.96 1.50 0.49
C 0.97 0.28 -0.15
C -1.23 -0.02 0.49
C -0.15 1.93 1.11
C -0.17 -0.49 -0.25
C -0.11 -1.83 -0.99
O -1.21 1.11 1.10
H 1.88 2.21 0.50
H 1.76 -0.21 -0.64
H -2.24 -0.61 0.50
H -0.19 2.86 1.55
H 0.41 -2.65 -0.34
H 0.31 -1.80 -2.00
H -0.99 -2.28 -1.37
*
```

---

C3H9NO2 | the ωB97M-V functional and the def2-TZVPD basis

energy relative to the best compared isomer or geometry (same formula, charge and spin): 37.7 kcal/mol
lowest unoccupied orbital energy: 0.02813 hartree
E_HOMO: -9.9 eV
frontier orbital gap: 10.6859 eV
SMILES: CC(=O)O.CN

The geometry in ORCA input format:
```
! wB97M-V def2-TZVPD RIJCOSX def2/J DEFGRID3
* xyz 0 1
C -1.32 1.38 1.72
C -0.86 1.78 0.45
O -0.20 2.74 0.10
O -1.22 0.87 -0.51
H -1.09 0.39 2.12
H -2.40 1.35 1.94
H -1.00 2.16 2.49
H -0.48 0.46 -1.01
C 1.61 -1.83 -0.63
N 0.54 -1.16 -1.45
H 1.58 -2.90 -0.67
H 1.40 -1.41 0.37
H 2.51 -1.27 -0.87
H 1.05 -0.73 -2.22
H -0.12 -1.84 -1.83
*
```

---

C6H12N2O | the ωB97M-V functional and the def2-TZVPD basis

energy relative to the best compared isomer or geometry (same formula, charge and spin): 83.1 kcal/mol
lowest unoccupied orbital energy: 0.02878 hartree
E_HOMO: -7.7 eV
frontier orbital gap: 8.5001 eV

The geometry in ORCA input format:
```
! wB97M-V def2-TZVPD RIJCOSX def2/J DEFGRID3
* xyz 0 1
C -0.10 -0.57 1.22
C 0.12 0.56 2.22
C 0.46 0.95 -2.64
C 1.30 0.50 -0.28
C 0.36 0.45 -1.22
N 0.67 -1.78 1.47
N -2.01 -0.11 -0.97
C -0.69 -0.44 -0.73
O 2.32 0.79 0.24
H -1.15 -0.86 1.36
H 0.47 -2.17 2.38
H 1.67 -1.57 1.43
H -2.22 0.75 -1.44
H -2.72 -0.77 -0.67
H -0.51 -1.51 -0.82
H 1.18 0.80 2.35
H -0.25 0.27 3.21
H -0.41 1.47 1.91
H 1.40 1.50 -2.77
H 0.46 0.13 -3.36
H -0.36 1.62 -2.90
*
```